DFT (ωB97M-V with the def2-TZVPD basis set) results for a molecular structure, C9H10BCl3GeN6Na at a distorted geometry.

Summary:
⟨S²⟩ = 0.758
HOMO-LUMO gap (alpha / beta) = 7.324 / 3.141 eV
electronic energy = -4322.282368 Ha
total charge = 0
2S+1 = 2

Geometry (Å):
Na -0.673 -1.570 0.624
C 2.783 -1.646 -2.505
C 1.939 -2.334 -1.623
N 1.170 -1.510 -0.971
N 1.568 -0.171 -1.295
C 2.478 -0.306 -2.308
B 0.909 1.134 -0.750
N 0.899 1.227 0.812
C 1.585 2.089 1.548
C 1.298 1.802 2.886
C 0.340 0.752 2.855
N 0.114 0.423 1.576
N -0.547 1.136 -1.342
C -1.235 2.262 -1.599
C -2.549 1.897 -1.889
C -2.570 0.475 -1.811
N -1.365 0.032 -1.480
H 3.539 -2.022 -3.131
H 1.852 -3.425 -1.539
H 2.947 0.526 -2.888
H 1.578 2.094 -1.168
H 2.116 2.927 1.188
H 1.929 2.024 3.737
H -0.142 0.300 3.695
H -0.850 3.234 -1.477
H -3.346 2.516 -2.233
H -3.412 -0.126 -2.072
Cl -5.126 -3.875 3.280
Ge -3.054 -3.404 4.128
Cl -1.727 -4.888 3.139
Cl -2.448 -1.573 2.614